1.
{
  "formula": "C4H3NO",
  "method": "ωB97M-V/def2-TZVPD",
  "elements": ["C", "C", "C", "C", "N", "O", "H", "H", "H"],
  "positions_angstrom": [[-1.0749, 1.8854, -2.2334], [-0.6326, 1.3972, -1.1159], [0.0254, 0.0376, -0.0720], [0.5136, -0.9433, 0.8984], [-0.0897, 0.0793, -1.3529], [-0.4808, 1.2769, 0.2687], [1.4915, -0.8320, 1.5171], [0.5470, -1.8867, 0.3583], [-0.2994, -1.0144, 1.7316]],
  "forces_ev_per_angstrom": [[-0.4, 0.9, -0.4], [0.1, -0.9, 1.0], [0.7, 0.5, -0.2], [-0.5, -0.8, 2.6], [0.6, -1.2, -0.3], [-0.4, 1.2, 0.2], [-1.5, 0.5, -1.6], [0.1, -0.2, 0.2], [1.2, 0.0, -1.5]],
  "nbo_charge": [0.26, 0.02, 0.52, -0.70, -0.43, -0.44, 0.27, 0.26, 0.25],
  "e_homo_ev": -10.1,
  "total_charge": 0
}

2.
{
  "formula": "C4H3NO",
  "method": "ωB97M-V/def2-TZVPD",
  "elements": ["O", "C", "C", "C", "C", "N", "H", "H", "H"],
  "positions_angstrom": [[-2.4649, -0.8680, 0.0074], [-1.5817, -0.1146, 0.1086], [-0.6742, 0.8247, 0.1920], [0.7463, 0.4601, 0.0370], [0.9962, -0.9887, -0.3012], [1.3729, -0.6278, 0.8420], [-0.9497, 1.8438, 0.4076], [1.4146, 1.2512, -0.2871], [1.1405, -1.7806, -1.0061]],
  "forces_ev_per_angstrom": [[0.8, 0.1, 0.1], [-1.6, 0.2, -0.1], [0.5, 0.2, 0.4], [-0.2, -1.5, -1.3], [1.1, 2.5, 0.6], [-0.2, -0.9, 0.4], [-0.4, 0.0, 0.1], [0.0, -0.1, -0.1], [-0.2, -0.5, 0.0]],
  "nbo_charge": [-0.44, 0.73, -0.58, -0.13, 0.03, -0.29, 0.27, 0.20, 0.22],
  "smiles": "O=C=C[C@@H]1C=N1",
  "e_homo_ev": -8.7,
  "total_charge": 0
}

3.
{
  "formula": "C4H3NO2",
  "method": "ωB97M-V/def2-TZVPD",
  "elements": ["C", "C", "C", "N", "O", "C", "O", "H", "H", "H"],
  "positions_angstrom": [[2.0202, -0.1637, 0.7901], [0.7325, -0.1291, 0.4450], [-0.3286, -0.4577, 1.2975], [-1.4337, -0.3569, 0.8023], [-1.3800, 0.2626, -0.5202], [-0.0497, 0.2675, -0.8593], [0.2210, 0.5379, -1.9528], [2.9396, 0.0240, 0.1272], [2.4665, 0.0025, 1.7979], [-0.3443, -1.0334, 2.2031]],
  "forces_ev_per_angstrom": [[2.8, 1.9, -0.9], [1.4, 0.6, -1.4], [1.8, -1.1, 2.1], [-5.6, 1.0, -2.3], [1.0, -1.0, 2.3], [-0.7, -0.9, 2.2], [2.0, 0.8, -2.6], [-2.0, -0.3, 0.1], [-1.3, -1.2, -0.2], [0.6, 0.2, 0.6]],
  "nbo_charge": [-0.27, -0.22, -0.01, -0.06, -0.36, 0.75, -0.51, 0.22, 0.22, 0.23],
  "smiles": "C=C1C=NOC1=O",
  "e_homo_ev": -10.3,
  "total_charge": 0
}

Values of ΔE to the lowest compared entry with this formula, charge and spin, in order: 119.4, 46.9, 75.1, all in kcal per mole.
Values of frontier orbital gap, in order: 8.9379, 9.1820, 9.5551, all in eV.